Molecular formula: C47H61F32IN4O10
Method: DFT, the ωB97M-V functional and the def2-TZVPD basis

```
155
Properties=species:S:1:pos:R:3:forces:R:3:lowdin_charge:R:1
C 6.573 -0.671 1.602 0.0 0.7 0.0 -0.11
C 5.261 -0.803 0.840 0.4 -1.0 0.0 -0.25
C 4.776 -2.272 0.766 -0.1 0.8 0.2 -0.19
C 3.239 -2.354 0.690 0.9 -0.6 -0.1 -0.19
C 2.797 -3.651 -0.019 -0.2 0.5 0.8 -0.16
C 1.481 -3.621 -0.802 0.4 -0.3 0.2 -0.08
C 1.344 -2.572 -1.924 0.1 -0.9 0.2 -0.34
C 0.600 -3.276 -3.074 -0.5 0.0 0.0 -0.13
O 0.507 -2.483 -4.261 0.0 -0.3 0.4 -0.16
C -0.735 -1.894 -4.399 0.7 0.9 -1.2 -0.72
I -2.243 -3.371 -5.001 -0.1 -0.1 0.4 0.84
C -0.664 -0.818 -5.499 -0.6 -0.1 -0.1 -0.23
C -0.996 0.572 -4.949 -0.6 -0.4 -0.7 -0.19
C -2.511 0.866 -4.966 0.6 0.6 0.8 -0.15
C -2.813 1.867 -3.865 -1.0 -0.1 0.2 -0.20
O -2.192 3.137 -4.138 0.4 -0.4 0.9 -0.02
C -1.089 3.396 -3.404 1.7 0.9 -1.9 -0.35
O -0.157 3.977 -3.927 -1.0 -0.2 1.0 0.06
O 0.670 -1.357 -1.675 0.4 0.2 0.0 -0.03
C -0.323 -1.179 -0.676 -0.9 0.2 0.9 -0.24
C -1.567 -2.073 -0.785 0.2 1.0 0.3 -0.07
C -2.851 -1.429 -0.195 -1.0 -0.7 -0.3 -0.65
N -3.967 -2.349 -0.531 0.4 0.6 0.4 0.08
N -3.170 -0.185 -0.886 0.5 -0.1 -0.4 0.09
N -2.836 -1.362 1.260 -0.1 0.4 0.0 0.10
C 0.209 -0.963 0.731 0.0 -0.2 -1.3 -0.19
C 0.839 0.226 0.971 -0.2 0.5 -1.3 -0.05
C 1.305 0.501 2.204 1.1 1.9 0.9 -0.09
C 1.171 -0.371 3.238 0.3 -0.1 1.1 -0.08
C 0.560 -1.564 3.008 -0.1 -0.7 0.9 -0.08
C 0.079 -1.832 1.767 -0.8 -1.8 -0.5 -0.08
N 2.727 -2.155 -2.335 -0.7 0.5 -1.6 0.12
C 2.875 -0.716 -2.607 1.1 1.2 1.3 -0.38
C 2.329 0.002 -3.826 0.5 -0.2 0.1 0.02
O 3.513 -0.061 -1.801 -0.9 -1.1 -1.0 0.12
C 3.380 -3.018 -3.221 0.9 -1.3 -0.2 -0.43
C 4.099 -2.463 -4.447 0.2 0.2 0.8 0.03
O 3.452 -4.228 -3.022 -0.7 1.0 0.0 0.07
H 6.760 0.380 1.829 0.0 0.1 0.1 0.07
H 7.412 -0.984 0.987 0.1 -0.3 0.1 0.05
H 6.586 -1.203 2.552 0.0 -0.2 0.0 0.07
H 5.452 -0.488 -0.182 -0.4 0.4 0.0 0.09
H 4.470 -0.202 1.282 0.0 0.2 0.0 0.10
H 5.243 -2.754 -0.094 0.0 -0.2 0.0 0.10
H 5.126 -2.758 1.678 0.0 -0.4 -0.1 0.11
H 2.896 -1.439 0.219 -0.3 -0.1 -0.1 0.08
H 2.907 -2.393 1.724 -0.4 0.4 0.0 0.10
H 2.650 -4.394 0.769 0.0 -0.2 -0.1 0.12
H 3.632 -4.019 -0.605 -0.2 0.0 -0.4 0.08
H 0.660 -3.641 -0.091 -0.3 0.4 -0.1 0.10
H 1.433 -4.590 -1.299 -0.1 -0.1 -0.1 0.12
H -0.422 -3.493 -2.765 0.0 0.0 0.4 0.08
H 1.026 -4.249 -3.290 0.4 0.1 -0.3 0.13
H -1.046 -1.395 -3.485 -0.3 -0.5 0.2 0.07
H 0.290 -0.861 -6.013 0.3 0.0 0.2 0.11
H -1.398 -1.034 -6.270 0.0 -0.1 -0.1 0.06
H -0.682 0.644 -3.907 0.4 0.2 0.0 0.09
H -0.520 1.315 -5.586 0.3 0.2 0.4 0.13
H -3.107 -0.024 -4.760 0.0 -0.1 -0.1 0.11
H -2.821 1.326 -5.902 -0.1 -0.3 -0.2 0.12
H -3.886 2.039 -3.783 0.0 0.2 -0.1 0.13
H -2.495 1.476 -2.896 0.2 0.0 0.0 0.09
H -0.986 3.081 -2.354 -0.8 -0.3 -0.1 0.15
H -0.726 -0.190 -0.907 0.2 0.1 -0.5 0.13
H -1.475 -3.054 -0.325 0.2 -0.2 -0.2 0.12
H -1.801 -2.123 -1.844 0.0 -0.5 -0.1 0.08
H -4.000 -2.421 -1.543 0.0 -0.4 0.0 0.08
H -3.691 -3.237 -0.126 -0.2 -0.2 -0.3 0.07
H -2.846 0.628 -0.383 -0.2 0.1 0.0 0.08
H -4.162 -0.129 -1.070 -0.1 0.2 0.3 0.08
H -2.555 -0.423 1.529 0.4 -0.2 0.3 0.08
H -3.789 -1.439 1.604 -0.1 -0.1 -0.2 0.08
H 0.951 0.940 0.167 0.1 0.1 -0.1 0.13
H 1.789 1.448 2.396 0.1 0.1 -0.1 0.11
H 1.537 -0.132 4.222 0.1 0.1 0.1 0.11
H 0.449 -2.300 3.788 0.0 -0.1 0.2 0.11
H -0.417 -2.777 1.609 -0.1 -0.1 0.0 0.11
H 3.080 0.732 -4.116 0.1 0.1 0.1 0.10
H 1.455 0.563 -3.513 -0.2 -0.1 -0.1 0.08
H 2.150 -0.628 -4.683 -0.5 -0.1 0.1 0.05
H 4.684 -3.253 -4.894 0.0 -0.2 0.1 0.09
H 4.789 -1.685 -4.111 -0.1 0.2 -0.3 0.10
H 3.400 -2.089 -5.187 0.0 0.2 0.0 0.08
F 8.531 -4.734 0.565 -0.1 -0.2 -0.2 0.10
C 9.402 -3.971 -0.118 0.1 0.2 0.3 -0.31
F 9.167 -2.687 0.236 0.1 0.1 -0.1 0.09
C 9.224 -4.102 -1.634 -0.6 -0.2 -0.4 -0.44
F 8.005 -3.650 -2.000 0.0 0.0 0.2 0.13
F 10.140 -3.256 -2.188 0.2 -0.1 0.1 0.10
C 9.463 -5.482 -2.278 0.3 -0.4 -0.4 -0.04
O 8.321 -6.274 -2.589 -0.3 0.4 0.6 0.04
C 7.756 -7.139 -1.673 0.7 0.1 -0.4 -0.54
F 8.505 -7.249 -0.561 -0.1 0.1 0.1 0.15
F 7.740 -8.362 -2.248 -0.2 0.0 0.0 0.14
C 6.305 -6.759 -1.359 -0.4 0.1 -0.1 -0.28
F 6.236 -5.526 -0.826 0.2 0.1 0.1 0.10
F 5.796 -7.631 -0.460 0.1 -0.1 0.0 0.10
H 10.419 -4.237 0.184 0.0 0.0 -0.1 0.17
H 9.892 -5.261 -3.255 -0.1 0.1 0.0 0.15
H 10.226 -6.054 -1.750 -0.1 0.0 0.3 0.15
H 5.699 -6.781 -2.268 0.1 0.0 0.0 0.18
F 0.203 6.805 -0.058 -0.2 0.1 0.1 0.09
C 0.565 6.908 -1.352 0.5 -0.3 -0.1 -0.30
F 1.834 7.376 -1.371 -0.1 0.1 -0.1 0.10
C -0.350 7.863 -2.125 -0.3 0.5 0.2 -0.44
F -0.251 9.113 -1.622 0.0 -0.1 0.1 0.13
F 0.125 7.916 -3.398 0.1 -0.3 0.0 0.11
C -1.834 7.461 -2.235 -0.5 -0.2 -0.4 -0.03
O -2.757 8.068 -1.332 0.6 0.1 0.5 0.05
C -3.007 7.540 -0.085 -0.2 -0.3 -0.9 -0.54
F -2.423 6.339 0.077 0.1 0.1 0.2 0.15
F -4.340 7.333 -0.005 0.0 0.1 0.2 0.15
C -2.629 8.520 1.027 0.1 0.4 0.2 -0.27
F -1.319 8.819 0.990 0.1 -0.1 -0.1 0.11
F -2.889 7.955 2.234 -0.1 -0.1 -0.2 0.08
H 0.557 5.912 -1.806 -0.1 0.0 -0.1 0.16
H -2.164 7.816 -3.210 0.1 0.1 0.0 0.15
H -1.954 6.378 -2.270 0.2 0.0 0.2 0.14
H -3.197 9.448 0.934 -0.1 -0.1 -0.1 0.18
F -7.891 -3.692 1.292 0.1 -0.2 0.2 0.10
C -7.253 -3.990 0.145 0.0 0.5 -0.3 -0.31
F -8.140 -3.793 -0.861 0.1 -0.2 -0.1 0.09
C -6.762 -5.439 0.118 -0.3 -0.6 0.4 -0.44
F -7.808 -6.291 0.170 -0.1 0.1 0.0 0.13
F -6.172 -5.612 -1.100 0.2 0.2 0.0 0.10
C -5.713 -5.863 1.168 0.6 -0.2 0.1 -0.04
O -6.159 -6.569 2.320 -0.7 0.4 -0.1 0.04
C -6.577 -5.912 3.461 0.8 0.0 -0.4 -0.54
F -6.348 -4.589 3.387 -0.2 0.1 0.0 0.15
F -5.819 -6.377 4.479 -0.1 -0.1 0.1 0.14
C -8.037 -6.230 3.793 -0.3 -0.2 0.1 -0.29
F -8.853 -5.839 2.798 0.1 0.1 -0.1 0.10
F -8.398 -5.566 4.914 0.1 0.0 0.0 0.10
H -6.419 -3.296 0.007 0.1 -0.1 0.0 0.15
H -5.087 -6.590 0.652 -0.1 -0.1 0.0 0.15
H -5.047 -5.041 1.432 -0.2 0.2 0.1 0.14
H -8.166 -7.303 3.951 0.1 0.0 0.0 0.18
F -4.701 8.191 5.326 0.0 0.2 0.3 0.10
C -3.713 7.303 5.111 -0.1 -0.2 -0.4 -0.31
F -4.293 6.166 4.654 0.1 -0.1 0.1 0.10
C -2.929 6.994 6.389 -0.3 0.1 0.7 -0.44
F -3.734 6.411 7.304 -0.1 0.0 -0.1 0.13
F -1.994 6.065 6.039 0.1 0.1 -0.2 0.10
C -2.156 8.150 7.058 0.6 0.2 0.1 -0.04
O -2.749 8.793 8.183 -0.7 -0.2 -0.3 0.04
C -3.608 9.864 8.043 0.9 -0.1 -0.2 -0.54
F -3.665 10.296 6.771 -0.2 -0.1 0.0 0.15
F -3.091 10.879 8.771 -0.1 0.0 0.1 0.14
C -4.995 9.554 8.611 -0.3 -0.1 0.2 -0.29
F -5.559 8.516 7.967 0.1 0.0 -0.2 0.10
F -5.799 10.629 8.451 0.1 0.1 0.0 0.10
H -3.054 7.685 4.334 0.1 0.0 0.1 0.14
H -1.266 7.681 7.475 -0.1 -0.1 0.0 0.15
H -1.789 8.871 6.328 -0.3 0.0 -0.1 0.15
H -4.925 9.310 9.673 0.1 0.1 0.0 0.18
```
Positions in Å, forces in eV/Å.

Values from the calculation:
**E**: -6292.34074 hartree
**Structure (SMILES)**: CCCCCC[C@@](CO[C@H](I)CCCCOC=O)(O[C@@H](CC(N)(N)N)c1ccccc1)N(C(C)=O)C(C)=O.FC(F)C(F)(F)COC(F)(F)C(F)F.FC(F)C(F)(F)COC(F)(F)C(F)F.FC(F)C(F)(F)COC(F)(F)C(F)F.FC(F)C(F)(F)COC(F)(F)C(F)F
**LUMO level**: -0.14 eV
**HOMO**: -9.54 eV
**Total charge**: 0



Molecular formula: C3H10NO4
Method: DFT, the ωB97M-V functional and the def2-TZVPD basis

```
18
Properties=species:S:1:pos:R:3:forces:R:3:lowdin_charge:R:1
O 0.588 -3.137 0.907 0.9 -3.4 2.3 0.06
C 0.565 -2.227 0.174 -2.5 2.7 -1.1 -0.34
C 1.401 -1.048 0.183 5.1 1.1 0.3 -0.25
N 1.159 -0.198 -0.987 0.7 3.1 -0.1 -0.07
C -0.297 0.252 -1.096 -0.1 -1.3 -0.1 -0.45
O -0.681 0.668 0.102 -0.3 1.3 1.7 -0.29
H -0.336 -2.071 -0.449 0.2 -0.5 -0.5 0.11
H 2.581 -1.402 0.085 -2.7 0.4 0.0 0.16
H 1.542 -0.542 1.212 -1.2 -0.7 -1.3 0.14
H 1.649 0.747 -0.725 -0.9 -2.2 -1.0 0.11
H -0.873 -0.658 -1.394 0.2 0.4 -0.3 0.08
H -0.549 1.028 -1.873 1.3 -0.6 0.0 0.11
H 0.409 3.614 0.078 -1.0 0.6 0.1 -0.04
H 0.230 1.881 0.226 0.0 1.9 -0.3 0.05
O 0.859 2.792 0.077 0.5 -2.8 0.3 -0.20
H -2.151 0.274 0.618 0.9 0.3 0.0 -0.06
H -3.046 0.022 1.950 0.3 0.0 -3.2 0.06
O -3.049 0.006 0.912 -1.3 -0.3 3.3 -0.17
```
Positions in Å, forces in eV/Å.

Values from the calculation:
**E**: -475.99881 hartree
**LUMO level**: 3.91 eV
**HOMO**: -4.49 eV
**Total charge**: -1



Molecular formula: C12H21BrClCuN3O4
Method: DFT, the ωB97M-V functional and the def2-TZVPD basis

```
43
Properties=species:S:1:pos:R:3:forces:R:3:lowdin_charge:R:1
Cu -0.326 1.847 0.078 0.3 0.8 -0.7 0.19
Br -1.142 3.601 -2.201 0.1 -1.0 0.8 -0.45
Cl 2.502 3.835 0.732 2.8 1.5 -1.8 0.66
O 1.090 4.053 1.101 1.3 -1.3 0.5 -0.40
O 2.710 2.715 -0.164 -1.5 -1.6 0.8 -0.41
O 2.946 4.954 -0.069 -0.6 0.9 0.7 -0.38
O 3.494 3.691 1.833 -2.3 -0.1 -0.1 -0.40
C -4.877 -1.659 1.385 0.6 -1.3 0.5 -0.12
C -3.554 -0.902 1.502 -0.2 1.4 -1.1 -0.26
C -3.822 0.439 2.248 1.0 0.0 -0.7 -0.18
C -2.639 1.353 2.410 0.9 0.8 0.5 -0.18
N -1.771 2.125 2.556 -1.7 -1.8 -0.5 0.16
H -5.360 -1.707 2.361 -0.2 -0.1 0.0 0.07
H -4.624 -2.683 1.109 -0.1 -0.2 0.1 0.07
H -5.622 -1.383 0.639 0.3 0.8 0.0 0.08
H -3.244 -0.621 0.496 0.0 0.2 -0.2 0.10
H -2.674 -1.467 1.811 -0.4 -0.2 0.8 0.10
H -4.333 0.257 3.193 0.3 0.2 0.1 0.11
H -4.500 0.975 1.584 -0.2 0.2 0.2 0.12
C 0.567 -2.418 -4.035 -0.7 -0.2 0.5 -0.11
C -0.701 -1.572 -4.270 0.1 0.8 -0.3 -0.24
C -0.464 -0.043 -4.067 -0.1 -0.3 0.3 -0.18
C 0.375 0.201 -2.864 2.7 0.9 3.3 -0.21
N 1.115 0.349 -1.934 -3.4 -0.8 -4.0 0.17
H 1.366 -2.187 -4.739 -0.2 -0.1 -0.3 0.08
H 0.325 -3.481 -4.011 0.1 -0.1 -0.6 0.06
H 1.021 -2.273 -3.055 -0.3 0.5 0.1 0.05
H -1.610 -1.806 -3.716 0.5 -0.5 0.9 0.10
H -1.129 -1.702 -5.264 0.6 0.0 -0.5 0.10
H -1.434 0.449 -3.997 0.1 0.2 0.6 0.10
H -0.033 0.466 -4.928 0.5 -0.3 0.0 0.12
C 3.458 0.319 3.146 1.2 -0.5 -0.6 -0.09
C 3.750 -0.252 1.703 0.4 1.6 1.7 -0.24
C 2.792 -1.338 1.351 -1.6 -0.7 -0.3 -0.20
C 1.376 -0.876 1.172 -1.4 0.7 -0.7 -0.16
N 0.283 -0.502 0.985 2.2 -0.4 0.5 0.15
H 3.492 -0.521 3.840 -0.8 -0.1 0.2 0.06
H 2.588 0.972 3.204 -0.2 -0.4 0.0 0.08
H 4.290 0.906 3.536 0.1 0.4 -0.5 0.07
H 4.749 -0.687 1.690 0.1 0.0 0.0 0.11
H 3.749 0.606 1.030 -0.2 -0.2 -0.4 0.10
H 2.736 -2.099 2.130 0.1 0.1 0.4 0.11
H 3.087 -1.932 0.486 -0.1 0.4 -0.4 0.11
```
Positions in Å, forces in eV/Å.

Values from the calculation:
**E**: -5609.51005 hartree
**LUMO level**: 2.30 eV
**HOMO**: -4.83 eV
**Total charge**: -1



Molecular formula: C3H10S2
Method: DFT, the ωB97M-V functional and the def2-TZVPD basis

```
15
Properties=species:S:1:pos:R:3:forces:R:3:lowdin_charge:R:1
C -2.896 0.008 -1.047 0.2 0.1 1.1 -0.12
C -2.638 0.893 0.200 0.2 -0.6 -0.4 -0.32
C -1.942 0.194 1.364 0.2 -0.8 0.4 -0.14
H -3.434 -0.935 -0.851 0.0 0.5 -0.1 0.08
H -3.417 0.651 -1.749 -0.1 -0.4 -0.4 0.06
H -1.896 -0.229 -1.408 -0.1 -0.2 -0.4 0.04
H -1.975 1.640 -0.234 -0.1 0.5 0.5 0.09
H -3.559 1.352 0.570 0.1 0.2 -0.2 0.10
H -2.664 -0.207 2.082 -0.1 0.8 0.3 0.07
H -1.156 0.811 1.850 -0.7 -0.3 -0.1 0.07
H -1.490 -0.772 1.115 0.5 0.3 -0.7 0.05
S 1.273 -0.568 -0.906 0.3 -0.6 0.3 0.22
S 2.556 0.104 0.561 0.7 0.0 -0.7 0.25
H 1.405 -1.852 -0.494 -0.4 0.2 -0.4 -0.19
H 1.639 0.530 1.386 -0.7 0.3 0.7 -0.25
```
Positions in Å, forces in eV/Å.

Values from the calculation:
**E**: -916.64614 hartree
**Structure (SMILES)**: CCC.SS
**LUMO level**: 0.35 eV
**HOMO**: -9.56 eV
**Total charge**: 0



In eV/A, the max |F| values for the records above are, in order, 2.74 5.21 5.28 1.12.
In eV, the frontier orbital gap values for the records above are, in order, 9.401 8.405 7.126 9.914.